Density functional theory data (ωB97M-V/def2-TZVPD) for a molecular structure, C19H18NOSTi.

The geometry in XYZ format:
```
41
Properties=species:S:1:pos:R:3
C 0.765 -2.114 0.895
C -0.472 -2.467 0.287
C -0.338 -2.279 -1.115
H -1.360 -2.812 0.817
C 1.007 -1.801 -1.388
C 1.654 -1.657 -0.132
H 2.676 -1.378 0.125
H 0.979 -2.180 1.966
H -1.165 -2.383 -1.786
H 1.490 -1.645 -2.352
C -0.759 2.153 -1.099
C -0.357 2.157 0.257
C 1.019 1.769 0.349
H -0.988 2.355 1.100
C 1.544 1.546 -0.939
C 0.471 1.944 -1.827
H 0.698 2.333 -2.827
H -1.783 2.125 -1.467
H 1.587 1.706 1.264
H 2.543 1.174 -1.203
Ti -0.234 0.006 -0.513
O -1.388 -0.083 -1.832
C -1.976 -0.409 -3.303
C -0.806 -0.951 -4.054
H -2.693 -1.229 -3.139
H -2.375 0.454 -3.922
H -0.492 -1.915 -3.597
H 1.322 -1.722 -5.972
C 0.808 -0.792 -6.066
C -0.001 -0.250 -5.005
C -0.408 1.092 -5.252
H -0.920 1.548 -4.419
C -0.280 1.721 -6.475
H -0.626 2.753 -6.628
C 0.371 1.072 -7.528
H 0.433 1.505 -8.525
C 0.979 -0.156 -7.268
H 1.626 -0.571 -8.038
S -0.904 -0.393 4.219
C -0.834 -0.167 2.656
N -0.812 -0.060 1.461
```

## Properties
Multiplicity: 1
Orbital gap (spin up / spin down), eV: 3.4 / 3.4
Charge: +1
LUMO (spin up / spin down), eV: -6.8 / -6.8


Density functional theory data (ωB97M-V/def2-TZVPD) for 6 unconnected molecules or ions with the total composition C8H28O6.

The geometry in XYZ format:
```
42
Properties=species:S:1:pos:R:3
C -1.469 -2.699 -1.240
C -2.915 -2.792 -1.532
O -3.563 -2.729 -0.288
H -0.947 -2.614 -2.194
H -1.044 -3.444 -0.567
H -1.375 -1.683 -0.857
H -3.278 -3.689 -2.034
H -3.233 -1.859 -1.996
H -3.310 -3.548 0.144
C -3.748 2.070 1.110
C -3.689 0.580 0.842
O -2.422 0.012 0.783
H -2.938 2.613 0.622
H -3.634 2.082 2.194
H -4.649 2.562 0.742
H -4.205 0.368 -0.095
H -4.288 -0.062 1.487
H -2.701 -0.797 0.347
C 3.536 0.416 -3.388
O 4.523 0.405 -4.435
H 4.080 0.763 -2.510
H 2.590 0.893 -3.647
H 3.232 -0.593 -3.109
H 5.085 1.183 -4.439
C 1.627 -0.656 -0.201
O 0.700 0.392 -0.231
H 2.178 -0.778 0.732
H 1.031 -1.568 -0.218
H 2.336 -0.706 -1.027
H 0.008 0.144 0.387
C 0.159 3.985 -0.608
O 0.360 5.201 0.068
H 0.860 4.002 -1.442
H 0.145 3.167 0.114
H -0.881 3.950 -0.931
H 0.188 5.092 1.006
C 3.841 -1.627 4.133
O 3.233 -1.989 5.311
H 4.095 -0.567 4.140
H 4.866 -1.995 4.158
H 3.249 -1.896 3.258
H 2.365 -1.592 5.413
```

## Properties
Multiplicity: 1
Orbital gap, eV: 10.4
SMILES: CCO.CCO.CO.CO.CO.CO
Charge: 0
Energy above the lowest of the compared OMol25 structures with the same formula, charge and spin, eV: 3.162
LUMO, eV: 0.5


Density functional theory data (ωB97M-V/def2-TZVPD) for a gas-phase ion, C10H13BN2O3P (charge +1).

The geometry in XYZ format:
```
30
Properties=species:S:1:pos:R:3
C -0.455 -2.533 -3.936
B -0.593 -2.625 -2.284
O -1.079 -3.887 -1.621
C -0.267 -1.369 -1.263
C -0.353 -1.580 0.372
C -0.075 -0.314 1.422
P -0.253 -0.638 3.298
N 1.153 -0.223 4.026
O -0.518 -2.331 3.690
O -1.590 0.335 3.936
C 0.322 1.121 0.719
C 0.629 2.462 1.658
C 1.000 3.888 0.883
N 1.047 3.984 -0.652
C 0.771 2.803 -1.577
C 0.412 1.333 -0.937
C 0.106 0.088 -1.963
H -1.071 -3.435 -4.387
H -0.970 -1.511 -4.244
H 0.662 -2.491 -4.302
H -2.033 -3.634 -1.355
H -0.620 -2.658 0.757
H 1.759 0.086 3.221
H 0.428 -2.675 3.863
H -2.323 0.414 3.256
H 0.583 2.417 2.845
H 1.189 4.840 1.578
H 1.278 4.912 -1.113
H 0.805 2.870 -2.767
H 0.119 0.179 -3.152
```

## Properties
Multiplicity: 1
Orbital gap, eV: 6.3
SMILES: CB(O)c1cc(P(=N)(O)O)c2cc[nH+]cc2c1
Charge: +1
LUMO, eV: -5.7


Density functional theory data (ωB97M-V/def2-TZVPD) for a gas-phase ion, C19H22N3 (charge +1).

The geometry in XYZ format:
```
44
Properties=species:S:1:pos:R:3
C 2.236 -0.355 1.716
N 1.112 -0.302 1.036
C 0.887 0.070 -0.368
C -0.096 -0.894 -0.979
N 2.146 0.075 -1.099
C 2.588 1.108 -1.922
C 2.005 2.344 -2.164
C 2.689 3.219 -3.022
C 3.923 2.852 -3.595
C 4.513 1.615 -3.317
C 3.827 0.731 -2.491
C 4.097 -0.616 -2.057
C 5.159 -1.483 -2.286
C 5.090 -2.773 -1.744
C 3.988 -3.183 -0.972
C 2.918 -2.308 -0.714
C 3.001 -1.027 -1.248
N -0.175 -0.394 1.540
C -0.747 0.939 1.777
C -1.869 0.681 2.794
C -1.663 -0.754 3.303
C -0.294 -1.193 2.767
H 3.183 -0.351 1.173
H 2.190 -0.291 2.808
H 0.494 1.090 -0.409
H -1.092 -0.675 -0.584
H -0.106 -0.770 -2.066
H 0.166 -1.934 -0.744
H 1.057 2.605 -1.701
H 2.266 4.199 -3.237
H 4.432 3.561 -4.252
H 5.478 1.317 -3.722
H 6.003 -1.135 -2.881
H 5.908 -3.477 -1.915
H 3.966 -4.190 -0.551
H 2.066 -2.612 -0.108
H -1.115 1.357 0.830
H 0.010 1.629 2.200
H -2.847 0.777 2.308
H -1.815 1.407 3.612
H -1.709 -0.837 4.394
H -2.423 -1.413 2.870
H 0.518 -0.969 3.473
H -0.254 -2.263 2.514
```

## Properties
Multiplicity: 1
Orbital gap, eV: 6.3
SMILES: C=[N+]([C@H](C)n1c2ccccc2c2ccccc21)N1CCCC1
Charge: +1
Energy above the lowest of the compared OMol25 structures with the same formula, charge and spin, eV: 1.837
LUMO, eV: -4.6


Density functional theory data (ωB97M-V/def2-TZVPD) for a molecular structure, CH14N2O6Zn.

The geometry in XYZ format:
```
24
Properties=species:S:1:pos:R:3
Zn 18.902 -11.427 -0.485
O 18.735 -12.146 1.369
H 18.616 -13.068 1.596
H 18.817 -11.699 2.211
O 19.773 -9.859 0.328
H 20.329 -9.712 1.093
H 19.676 -8.993 -0.068
O 19.292 -10.791 -2.304
H 19.821 -10.064 -2.634
H 19.111 -11.326 -3.077
O 17.575 -12.989 -0.987
H 16.876 -13.212 -1.602
H 17.820 -13.825 -0.590
O 20.643 -12.463 -0.566
H 21.360 -12.534 0.064
H 20.861 -13.095 -1.251
C 16.481 -9.793 -1.082
O 17.142 -10.415 -0.316
N 15.522 -10.300 -1.773
N 16.757 -8.562 -1.457
H 15.398 -11.290 -1.930
H 14.925 -9.670 -2.290
H 16.499 -8.334 -2.407
H 17.591 -8.199 -1.018
```

## Properties
Multiplicity: 1
Orbital gap, eV: 10.4
Charge: +2
Energy above the lowest of the compared OMol25 structures with the same formula, charge and spin, eV: 1.604
LUMO, eV: -6.8


Density functional theory data (ωB97M-V/def2-TZVPD) for a molecular structure, C22H51BFeN4O2Si2.

The geometry in XYZ format:
```
83
Properties=species:S:1:pos:R:3
O -1.120 -2.854 -3.683
O -2.417 -0.815 -4.382
C 0.235 -3.326 -3.742
C 0.352 -4.793 -3.378
H 0.831 -2.732 -3.026
H 0.553 -3.065 -4.753
H 0.362 -4.902 -2.277
H 1.274 -5.277 -3.720
H -0.473 -5.402 -3.772
C -1.727 -2.942 -2.384
C -3.163 -3.332 -2.541
H -1.593 -1.981 -1.843
H -1.206 -3.697 -1.791
H -3.757 -2.557 -3.048
H -3.550 -3.471 -1.523
H -3.280 -4.277 -3.098
C -3.538 0.109 -4.157
C -2.337 -1.357 -5.721
C -3.979 0.114 -2.730
H -4.331 -0.225 -4.857
H -3.151 1.036 -4.563
H -4.660 -0.736 -2.545
H -4.528 1.047 -2.554
H -3.163 0.090 -2.003
C -3.285 -2.491 -5.818
H -1.293 -1.602 -5.922
H -2.661 -0.565 -6.397
H -3.042 -3.238 -5.064
H -3.183 -2.944 -6.804
H -4.309 -2.134 -5.682
H -1.612 -0.824 -3.855
Fe 0.397 1.230 -1.227
C -0.170 0.269 -2.798
Si 0.466 0.868 -4.458
H -1.145 0.662 -2.325
H 0.101 -0.765 -2.538
C 1.313 -0.453 -5.488
C 1.788 2.199 -4.265
C -0.749 1.845 -5.509
C 2.039 2.173 -1.061
Si 3.110 2.192 0.478
H 1.761 3.212 -1.383
H 2.632 1.776 -1.914
C 4.597 3.294 0.145
C 3.732 0.467 0.869
C 2.219 2.854 1.977
H -0.133 2.563 -6.070
H -1.472 2.417 -4.922
H -1.292 1.251 -6.241
H 2.073 -0.979 -4.900
H 1.831 0.088 -6.298
H 0.663 -1.196 -5.942
H 2.719 1.779 -3.890
H 1.442 3.018 -3.632
H 1.951 2.578 -5.276
H 3.620 -0.216 0.019
H 3.201 0.032 1.726
H 4.801 0.506 1.124
H 1.965 2.066 2.690
H 1.291 3.372 1.726
H 2.874 3.568 2.491
H 4.879 3.856 1.045
H 4.372 4.023 -0.643
H 5.477 2.721 -0.174
B -1.056 1.141 1.875
N -0.263 -0.081 1.337
C -0.039 -1.230 1.970
C 0.716 -2.081 1.170
C 0.955 -1.357 -0.020
N 0.347 -0.128 0.082
N -1.746 1.871 0.675
C -2.983 2.443 0.666
C -3.170 3.048 -0.550
C -2.021 2.894 -1.350
N -1.125 2.124 -0.542
H -0.372 1.885 2.534
H -1.942 0.699 2.602
H -0.456 -1.386 2.975
H 1.083 -3.065 1.363
H 1.509 -1.658 -0.875
H -3.649 2.308 1.486
H -4.078 3.598 -0.897
H -1.797 3.231 -2.294
```

## Properties
Multiplicity: 6
Orbital gap (spin up / spin down), eV: 8.4 / 8.4
Charge: +1
LUMO (spin up / spin down), eV: -1.9 / -3.1


Number 1: electronic energy -57472.868 eV. Number 2: electronic energy -21031.084 eV. Number 3: electronic energy -29650.628 eV. Number 4: electronic energy -24522.726 eV. Number 5: electronic energy -64934.245 eV. Number 6: electronic energy -84507.596 eV.